No. 1
Below is 7 unconnected molecules or ions with the total composition C24H41IN9O2 in a non-equilibrium geometry, with properties calculated with the ωB97M-V functional and the def2-TZVPD basis.

- charge = +1
- frontier orbital gap (eV) = 7.5
- multiplicity = 1

Each line ends with the Löwdin charge.
Geometry (Å):
C -2.891 -4.196 2.494  0.0640
C -2.734 -3.036 1.639  -0.1204
N -1.388 -2.550 1.205  0.1346
C -0.525 -3.293 0.506  -0.3363
N 0.799 -2.808 0.145  0.0398
C 1.469 -2.048 1.242  -0.1830
C 1.352 -0.445 0.993  -0.1867
C 2.188 0.040 -0.306  -0.1415
C 1.265 0.658 -1.457  -0.1700
O 0.360 1.702 -0.955  -0.0904
C -0.837 1.744 -1.719  -0.4163
C -2.021 0.686 -1.575  -0.0280
O -0.956 2.680 -2.533  0.0745
N -0.876 -4.656 0.132  0.0316
C -1.422 -4.785 -1.265  -0.6642
I -1.712 -2.912 -2.334  0.9742
C -2.755 -5.693 -1.332  -0.2681
C -4.052 -5.005 -0.707  -0.1441
H -3.202 -4.147 3.582  0.0915
H -2.611 -5.196 1.999  0.0666
H -3.665 -2.457 1.300  0.1345
H -1.165 -1.583 1.507  0.1572
H 0.809 -2.297 -0.748  0.0730
H 2.572 -2.283 1.375  0.1297
H 0.962 -2.218 2.261  0.1309
H 1.831 0.103 1.882  0.0919
H 0.263 -0.086 0.975  0.0857
H 2.684 -0.915 -0.720  0.1022
H 3.009 0.776 -0.034  0.1228
H 0.711 -0.145 -2.054  0.1181
H 1.981 1.162 -2.206  0.1319
H -2.254 0.220 -2.600  0.0766
H -1.788 -0.152 -0.822  0.0333
H -2.940 1.265 -1.242  0.1024
H -0.011 -5.227 0.161  0.1443
H -0.633 -5.374 -1.861  0.1052
H -3.008 -5.995 -2.404  0.1147
H -2.543 -6.663 -0.746  0.0966
H -4.232 -5.423 0.342  0.0584
H -4.020 -3.871 -0.646  0.0253
H -4.991 -5.273 -1.309  0.0925
C -0.609 3.998 1.580  -0.0811
C 0.114 2.886 2.273  -0.2199
N 0.681 2.011 2.818  0.1177
H -0.926 3.672 0.588  0.0596
H -1.487 4.287 2.158  0.0613
H 0.047 4.861 1.478  0.0494
C 4.442 -0.476 -4.071  -0.0570
C 3.620 -1.636 -3.602  -0.2528
N 2.976 -2.549 -3.236  0.1128
H 3.854 0.442 -4.013  0.0700
H 5.328 -0.372 -3.444  0.0834
H 4.753 -0.636 -5.104  0.0847
C 0.493 8.676 1.922  -0.0604
C -0.346 7.517 2.361  -0.2136
N -1.006 6.606 2.706  0.1154
H -0.083 9.599 1.998  0.0876
H 1.381 8.755 2.558  0.0010
H 0.807 8.535 0.886  0.0781
C -1.997 -9.792 0.465  -0.0639
C -3.081 -8.946 1.059  -0.2564
N -3.933 -8.285 1.530  0.1194
H -1.321 -10.133 1.250  0.0820
H -2.435 -10.660 -0.030  0.0843
H -1.432 -9.212 -0.266  0.0684
C 0.088 5.517 -2.500  -0.0893
C 0.597 6.913 -2.693  -0.2564
N 0.996 8.007 -2.843  0.1095
H -0.867 5.540 -1.975  0.0751
H -0.050 5.034 -3.468  0.0721
H 0.804 4.939 -1.914  0.0691
C 4.553 7.058 3.177  -0.0549
C 3.735 8.306 3.288  -0.2170
N 3.093 9.287 3.375  0.1275
H 5.141 7.081 2.259  0.0804
H 5.228 6.981 4.031  0.0820
H 3.898 6.186 3.161  0.0771

***

No. 2
Below is a molecular structure, C24H21ClN2PTi in a non-equilibrium geometry, with properties calculated with the ωB97M-V functional and the def2-TZVPD basis.

- expectation value of S² = 0.757
- charge = +2
- frontier orbital gap (alpha / beta) (eV) = 6.0 / 6.2
- multiplicity = 2

Each line ends with the Löwdin charge.
Geometry (Å):
Ti 0.517 1.298 1.246  0.7909
Cl 2.640 1.640 0.810  0.2237
P 0.004 -0.485 -0.329  0.9804
C -1.032 -0.138 -1.786  -0.3775
C -2.152 -0.924 -2.098  -0.0683
C -2.792 -0.766 -3.328  -0.0407
C -2.405 0.258 -4.198  -0.0329
C -1.373 1.130 -3.823  -0.0514
C -0.687 0.938 -2.622  -0.1097
C 1.557 -1.288 -0.937  -0.3783
C 2.520 -1.704 -0.007  -0.1304
C 3.814 -1.996 -0.441  -0.0546
C 4.094 -2.096 -1.807  -0.0374
C 3.078 -1.852 -2.736  -0.0428
C 1.818 -1.429 -2.306  -0.0670
C -0.749 -1.885 0.566  -0.3877
C -1.166 -1.747 1.894  -0.1090
C -1.608 -2.882 2.585  -0.0514
C -1.678 -4.126 1.947  -0.0295
C -1.296 -4.247 0.604  -0.0272
C -0.824 -3.128 -0.082  -0.0795
H 2.262 -1.768 1.056  0.1102
H 4.595 -2.165 0.299  0.1203
H 5.092 -2.379 -2.144  0.1237
H 3.264 -1.989 -3.801  0.1215
H 1.036 -1.212 -3.033  0.1099
H -2.509 -1.674 -1.395  0.1046
H -3.585 -1.458 -3.618  0.1222
H -2.893 0.375 -5.168  0.1249
H -1.080 1.956 -4.473  0.1204
H 0.122 1.615 -2.328  0.1059
H -1.134 -0.759 2.380  0.0734
H -1.909 -2.780 3.630  0.1202
H -2.039 -5.004 2.489  0.1265
H -1.370 -5.204 0.087  0.1270
H -0.512 -3.223 -1.124  0.1245
H -6.532 -1.378 -1.521  0.0009
H -6.526 -1.773 -0.883  0.0034
N 2.960 6.749 4.691  0.2425
C 2.148 6.079 4.176  -0.1123
C 1.242 5.180 3.498  -0.1464
C 0.796 4.018 4.142  0.0455
C 0.273 2.983 3.387  -0.0881
N 0.139 3.120 2.019  -0.1684
C 0.418 4.310 1.408  -0.0636
C 0.977 5.354 2.131  0.0553
H 0.941 3.874 5.215  0.1524
H -0.021 2.007 3.800  0.1300
H 0.289 4.312 0.321  0.1416
H 1.274 6.266 1.608  0.1525